1.
This record from the OMol25 dataset describes a cluster of 3 separate species, C41H79FO10 in total at a distorted geometry. The level of theory is wB97M-V/def2-TZVPD.

The geometry in XYZ format:
```
131
Properties=species:S:1:pos:R:3:lowdin_charge:R:1
C 5.64063 2.74768 5.45925 0.050
C 5.80621 1.87746 4.46988 -0.100
C 4.89701 0.67914 4.26145 -0.296
C 4.50373 -0.13149 5.49195 -0.098
O 3.86368 -1.36443 5.08526 -0.003
C 2.82157 -1.61883 5.94574 -0.542
C 1.39921 -1.70738 5.38182 0.031
O 2.97595 -1.78345 7.08979 0.157
C 3.60092 1.28170 3.66873 -0.440
O 2.53243 1.28563 4.10197 0.209
O 4.02030 1.80676 2.47934 0.035
C 5.07155 0.98833 1.92320 -0.245
C 4.46631 0.47211 0.59602 -0.115
C 4.04438 1.65245 -0.34644 -0.166
C 2.49547 1.70519 -0.61785 -0.182
C 1.80177 2.90091 0.11221 -0.173
C 1.14348 2.45615 1.44796 -0.203
C -0.39096 2.58498 1.49097 -0.194
C -0.86807 4.05153 1.35393 -0.187
C -2.00169 4.30906 0.32509 -0.196
C -1.89220 3.56677 -1.02211 -0.206
C -2.84557 2.32462 -1.06028 -0.183
C -2.33916 1.44901 -2.25952 -0.197
C -1.15528 0.52124 -1.89621 -0.190
C -1.61457 -0.94587 -1.59695 -0.189
C -0.93457 -1.56749 -0.36828 -0.201
C -1.34996 -0.88014 0.96417 -0.192
C -1.98454 -1.86429 1.98250 -0.207
C -3.15310 -1.23089 2.78248 -0.246
C -3.25879 -1.81025 4.22704 -0.108
C 5.34564 -0.12424 2.98313 -0.150
C 6.82317 -0.49371 3.27749 -0.100
C 7.29813 -1.81269 2.64099 -0.172
F 8.50982 -1.57053 1.98869 -0.070
H 5.47570 2.45157 6.49421 0.075
H 5.70406 3.80820 5.21768 0.073
H 6.62631 2.09166 3.78898 0.116
H 5.39498 -0.30463 6.10796 0.140
H 3.79441 0.45384 6.08261 0.137
H 1.14008 -2.76826 5.40103 0.089
H 1.32936 -1.31283 4.36524 0.070
H 0.78275 -1.10480 6.04724 0.093
H 5.95929 1.55041 1.61240 0.155
H 5.16578 -0.18407 0.06675 0.118
H 3.54153 -0.05720 0.85737 0.112
H 4.53609 1.50500 -1.31629 0.093
H 4.42050 2.60675 0.03593 0.102
H 2.36578 1.81449 -1.70246 0.098
H 2.02728 0.75169 -0.34876 0.091
H 2.62467 3.58538 0.35155 0.098
H 1.13187 3.45410 -0.55253 0.092
H 1.61335 3.04122 2.24229 0.101
H 1.42034 1.41285 1.63272 0.086
H -0.83702 1.89422 0.77330 0.062
H -0.68576 2.22381 2.48680 0.109
H -1.28252 4.33270 2.33126 0.102
H -0.02780 4.73386 1.18439 0.106
H -1.95819 5.38327 0.09019 0.100
H -2.97725 4.14494 0.79589 0.106
H -2.18474 4.18908 -1.87542 0.108
H -0.89166 3.17769 -1.24346 0.086
H -2.80469 1.78766 -0.10878 0.090
H -3.85900 2.67760 -1.27794 0.100
H -3.13133 0.81457 -2.67742 0.097
H -1.99759 2.11738 -3.06036 0.102
H -0.51641 0.47476 -2.78814 0.103
H -0.52240 0.88866 -1.07925 0.086
H -2.69706 -0.92251 -1.41761 0.107
H -1.36158 -1.55840 -2.46947 0.094
H -1.26382 -2.61409 -0.29985 0.095
H 0.15769 -1.61341 -0.46404 0.104
H -2.05906 -0.06651 0.77395 0.083
H -0.46556 -0.45453 1.45248 0.098
H -1.22133 -2.14446 2.71916 0.095
H -2.36894 -2.77097 1.50171 0.105
H -2.97295 -0.15334 2.86526 0.096
H -4.10374 -1.40478 2.26873 0.093
H -4.29117 -2.10378 4.43863 0.061
H -2.93161 -1.06164 4.95316 0.064
H -2.63838 -2.70538 4.34207 0.061
H 4.68272 -0.97149 2.78949 0.152
H 6.92398 -0.55460 4.36571 0.116
H 7.51528 0.29063 2.95821 0.120
H 6.58198 -2.25677 1.94385 0.116
H 7.51703 -2.54001 3.42992 0.117
C 3.67994 -5.23148 -3.42502 -0.113
O 3.09284 -4.27242 -4.27642 -0.201
C 1.80591 -3.86842 -3.83433 -0.199
C 1.49273 -2.46308 -4.30506 -0.178
O 2.14124 -1.45346 -3.54417 -0.136
C 3.53639 -1.28433 -3.74675 -0.177
C 3.88692 -0.65710 -5.08081 -0.200
O 3.82602 -1.62259 -6.11866 -0.201
C 3.62380 -1.03811 -7.38628 -0.113
H 3.08596 -6.15245 -3.40710 0.088
H 4.67265 -5.45926 -3.80973 0.088
H 3.78326 -4.83684 -2.40760 0.087
H 1.74784 -3.90266 -2.73993 0.126
H 1.07071 -4.56666 -4.25579 0.129
H 0.42406 -2.28817 -4.15456 0.117
H 1.68352 -2.34402 -5.37294 0.123
H 4.07689 -2.21922 -3.58985 0.122
H 3.85257 -0.59444 -2.95896 0.116
H 4.91324 -0.26793 -5.04286 0.128
H 3.19446 0.16832 -5.28642 0.128
H 2.69081 -0.46301 -7.40387 0.088
H 3.54508 -1.84192 -8.11652 0.088
H 4.46539 -0.39104 -7.65745 0.088
C -8.45481 -2.55555 -3.32255 -0.114
O -8.40926 -1.63904 -2.25126 -0.202
C -7.30604 -1.86679 -1.38759 -0.200
C -6.88657 -0.58479 -0.69700 -0.177
O -6.13377 0.29650 -1.52308 -0.139
C -6.86104 0.98607 -2.53460 -0.179
C -7.77440 2.07230 -2.00253 -0.201
O -8.97183 1.51379 -1.48477 -0.203
C -9.59516 2.35747 -0.54197 -0.113
H -8.59149 -3.57888 -2.95445 0.088
H -9.30134 -2.29184 -3.95435 0.088
H -7.54035 -2.49661 -3.92387 0.087
H -6.45462 -2.26698 -1.95074 0.126
H -7.61543 -2.60218 -0.63309 0.128
H -6.21155 -0.85496 0.11956 0.121
H -7.73897 -0.07347 -0.24769 0.121
H -7.40170 0.29001 -3.17690 0.121
H -6.09764 1.46819 -3.15099 0.124
H -8.04583 2.75300 -2.82037 0.128
H -7.24880 2.63710 -1.22277 0.127
H -8.92402 2.56006 0.30070 0.088
H -10.47609 1.84197 -0.16263 0.088
H -9.90576 3.30032 -1.00578 0.088
```

Highest occupied orbital energy: -0.3391 Eh
Electronic energy: -2461.63945 Ha
E_LUMO: 0.520 eV
Frontier orbital gap: 9.7 eV
SMILES: C=C[C@@]1(COC(C)=O)C(=O)O[C@H](CCCCCCCCCCCCCCCCCC)[C@H]1CCF.COCCOCCOC.COCCOCCOC

***

2.
This record from the OMol25 dataset describes a cluster of 11 separate species, C41H81N5O10 in total at a distorted geometry. The level of theory is wB97M-V/def2-TZVPD.

The geometry in XYZ format:
```
137
Properties=species:S:1:pos:R:3:lowdin_charge:R:1
C 7.53142 24.09882 20.64706 -0.081
N 6.86424 24.20848 21.93549 0.018
C 5.87063 25.13972 22.08425 -0.539
C 4.92012 24.85684 23.24739 -0.021
O 5.58613 25.99509 21.27314 0.050
H 8.55808 24.46512 20.76476 0.081
H 7.33017 24.95459 20.00165 0.088
H 7.49569 23.13306 20.15119 0.075
H 7.14046 23.66778 22.73734 0.111
H 5.54242 24.68453 24.13281 0.075
H 4.15438 24.08754 23.16893 0.066
H 4.41589 25.73714 23.65099 0.077
C 2.05186 23.78976 29.87798 -0.071
N 2.06069 23.73636 28.44538 0.007
C 3.14884 23.77274 27.64848 -0.546
C 2.93050 23.95487 26.17614 0.004
O 4.30221 23.91417 28.05233 0.037
H 1.23419 23.22283 30.32786 0.080
H 1.85068 24.82456 30.16260 0.091
H 2.93305 23.37880 30.36695 0.083
H 1.14962 23.93701 28.06442 0.134
H 1.92364 24.23310 25.85675 0.081
H 3.15919 22.99406 25.71137 0.060
H 3.54778 24.72820 25.72451 0.070
C 7.32167 13.94093 26.45562 -0.059
N 8.16511 14.53139 25.41213 0.024
C 8.48060 15.81073 25.28776 -0.520
C 8.22455 16.77541 26.42177 0.032
O 9.16307 16.11026 24.28459 -0.019
H 7.78003 13.86892 27.44199 0.086
H 6.86773 13.02750 26.07974 0.091
H 6.51649 14.66313 26.60870 0.063
H 8.50850 13.87912 24.72507 0.147
H 7.37301 17.40080 26.15385 0.066
H 9.14062 17.34710 26.55716 0.097
H 7.98219 16.29870 27.37073 0.075
C 9.93482 15.80043 20.63593 -0.096
N 8.76885 16.01031 21.42945 0.006
C 7.51764 15.82297 20.91013 -0.550
C 6.37927 15.74223 21.88704 -0.005
O 7.29240 15.62364 19.74271 0.060
H 10.02812 16.56796 19.86596 0.086
H 9.99541 14.81966 20.16133 0.086
H 10.79390 15.92563 21.29584 0.078
H 8.91587 15.90170 22.42611 0.068
H 5.55370 15.20215 21.41947 0.082
H 5.90404 16.70111 22.09589 0.044
H 6.48270 15.18910 22.82148 0.065
C 9.55315 19.86141 22.65924 -0.103
C 9.24876 21.07300 23.21431 -0.088
C 10.13124 21.55675 24.18941 -0.152
N 11.25849 20.94057 24.55105 0.047
C 11.53386 19.73873 24.00942 -0.123
C 10.71170 19.18226 22.99898 -0.049
H 8.88963 19.39963 21.93921 0.105
H 8.38120 21.64198 22.91188 0.084
H 9.86250 22.53999 24.55529 0.098
H 12.35839 19.24692 24.50610 0.099
H 10.89821 18.22632 22.53167 0.087
C 2.63300 19.41537 30.16738 -0.152
C 3.33668 20.33844 29.14479 -0.166
C 4.48576 20.91812 29.90613 -0.177
O 4.12673 20.75799 31.30781 -0.150
C 2.82203 20.19713 31.45505 -0.209
H 2.87593 18.35457 30.22003 0.112
H 1.55297 19.38425 29.99754 0.105
H 2.66646 21.09811 28.74211 0.088
H 3.65912 19.73056 28.29803 0.096
H 4.72148 21.95735 29.67776 0.098
H 5.39864 20.32870 29.80466 0.119
H 2.10359 21.02249 31.47535 0.100
H 2.63957 19.62517 32.36399 0.120
C 4.18055 20.07157 25.30806 -0.177
C 5.45965 19.28753 25.23257 -0.151
C 5.83263 19.27981 23.71054 -0.144
O 4.93975 20.22194 23.10823 -0.148
C 4.24319 20.99381 24.09856 -0.201
H 4.03456 20.52356 26.29024 0.092
H 3.28596 19.44936 25.21846 0.110
H 5.37132 18.30811 25.70440 0.086
H 6.25659 19.79703 25.77663 0.114
H 5.64646 18.37741 23.13149 0.086
H 6.86616 19.61978 23.63738 0.093
H 3.29386 21.47532 23.85827 0.111
H 4.82935 21.89186 24.32603 0.101
C 4.01480 15.88462 24.52718 -0.185
C 3.27272 14.92515 23.59581 -0.145
C 1.87856 15.02965 24.20788 -0.233
O 2.09102 15.06518 25.56803 -0.137
C 3.27332 15.82526 25.87527 -0.151
H 3.88522 16.85040 24.03296 0.097
H 5.08570 15.67918 24.51329 0.084
H 3.68310 13.91682 23.55912 0.118
H 3.34454 15.35250 22.59571 0.080
H 1.30502 14.12035 24.00825 0.122
H 1.17738 15.83937 23.98035 0.122
H 3.98778 15.28149 26.49231 0.108
H 2.95059 16.82657 26.15793 0.114
C 4.10619 18.30791 19.97651 -0.185
C 3.94079 17.88152 18.51343 -0.127
C 2.44239 18.02222 18.38364 -0.200
O 1.95040 17.50408 19.62647 -0.141
C 2.87984 17.78638 20.66436 -0.199
H 4.20314 19.37026 20.20677 0.077
H 5.01546 17.97578 20.48273 0.093
H 4.11832 16.80501 18.53499 0.122
H 4.56864 18.47195 17.85008 0.118
H 1.97730 17.51386 17.54081 0.122
H 2.14754 19.07565 18.35797 0.104
H 3.15312 16.80016 21.04530 0.100
H 2.48249 18.52298 21.36286 0.123
C 2.32994 22.98405 20.17731 -0.155
C 3.24859 21.86675 19.83379 -0.155
C 4.37714 22.54207 18.96850 -0.198
O 3.93779 23.83812 18.62093 -0.125
C 2.99370 24.27591 19.61665 -0.158
H 2.23505 23.18388 21.24731 0.096
H 1.30196 22.84659 19.84363 0.107
H 2.81581 21.14928 19.13641 0.091
H 3.82715 21.31861 20.57581 0.088
H 4.78786 21.83923 18.23981 0.116
H 5.30365 22.62327 19.55065 0.086
H 2.34391 25.08910 19.29223 0.119
H 3.59659 24.81128 20.35509 0.090
C -0.71325 21.13139 25.60170 -0.197
C -1.19561 20.01995 24.76404 -0.167
C -0.94453 18.86466 25.72943 -0.192
O 0.20194 19.21588 26.47116 -0.146
C 0.20059 20.59640 26.71107 -0.210
H -1.60288 21.61111 26.01646 0.111
H -0.20586 21.90140 25.01729 0.108
H -0.60687 19.88366 23.85626 0.115
H -2.23838 20.18162 24.49664 0.117
H -0.68210 17.93447 25.22705 0.120
H -1.72337 18.77044 26.49123 0.126
H 1.22792 20.88549 26.47276 0.098
H -0.05601 21.02344 27.68322 0.114
```

Highest occupied orbital energy: -0.3367 Eh
Electronic energy: -2636.81787 Ha
E_LUMO: 0.214 eV
Frontier orbital gap: 9.4 eV
SMILES: CNC(C)=O.CNC(C)=O.CNC(C)=O.CNC(C)=O.c1ccncc1.C1CCOC1.C1CCOC1.C1CCOC1.C1CCOC1.C1CCOC1.C1CCOC1